Entry 1:
DFT (ωB97M-V/def2-TZVPD) results for a structure of composition C37H43BeNO2P3.

Properties
net charge	+1
gap between HOMO and LUMO	9.0	eV
LUMO energy	-1.99	eV
HOMO energy	-10.938	eV

XYZ file:
```
87
Properties=species:S:1:pos:R:3:forces:R:3:lowdin_charge:R:1
Be 1.46735 0.82794 1.07762 0.048 0.241 0.249 0.019
O 0.71768 1.06383 -1.50516 -0.663 -0.543 -0.327 -0.391
P -0.14843 -0.07487 -1.94125 -0.123 0.032 0.233 0.758
C -0.59323 -1.20029 -0.57554 -0.300 -0.116 -0.150 -0.287
P -1.11159 -0.34295 0.91438 0.100 -0.159 -0.043 0.835
O -0.17531 0.79386 1.27937 0.008 0.268 0.135 -0.295
C -2.77236 0.26082 0.66203 -0.061 -0.031 0.049 -0.286
C -3.00957 1.62119 0.51126 0.014 0.054 -0.103 -0.055
C -4.29836 2.07112 0.25716 0.012 -0.005 0.014 -0.054
C -5.34310 1.16397 0.16812 -0.011 -0.022 -0.027 -0.060
C -5.11098 -0.19771 0.33538 0.013 0.021 -0.004 -0.063
C -3.82701 -0.65200 0.58148 -0.001 0.043 0.036 -0.076
C -1.21337 -1.57560 2.20154 -0.181 -0.047 0.149 -0.295
C -0.69520 -2.85793 2.06148 0.012 -0.029 0.027 -0.070
C -0.76047 -3.74858 3.12595 0.024 0.016 -0.041 -0.054
C -1.34408 -3.35942 4.32079 -0.017 0.015 0.047 -0.056
C -1.87183 -2.07890 4.46422 0.024 -0.007 -0.005 -0.059
C -1.80911 -1.18725 3.40835 0.023 -0.104 -0.056 -0.076
C -1.69801 0.50003 -2.65203 -0.018 0.070 -0.087 -0.270
C -1.73862 1.82550 -3.07966 -0.115 0.003 0.011 -0.070
C -2.88862 2.32678 -3.67620 -0.006 -0.034 0.011 -0.063
C -3.99639 1.50665 -3.84729 0.033 0.043 0.018 -0.066
C -3.95646 0.18136 -3.43085 0.009 0.018 0.017 -0.068
C -2.80908 -0.32164 -2.83913 0.036 -0.023 0.004 -0.078
C 0.63539 -1.14309 -3.15009 -0.035 -0.092 -0.331 -0.294
C 0.34389 -2.50112 -3.27548 -0.078 0.104 -0.033 -0.075
C 0.97853 -3.26205 -4.24639 -0.001 0.040 0.016 -0.068
C 1.90455 -2.66889 -5.09293 0.034 -0.008 -0.010 -0.065
C 2.19902 -1.31656 -4.97263 -0.011 0.028 0.036 -0.058
C 1.56857 -0.55196 -4.00176 -0.070 -0.130 -0.085 -0.069
H 0.30479 -1.78674 -0.34977 -0.342 0.079 -0.083 0.050
H -1.40781 -1.86605 -0.87271 -0.012 0.006 -0.027 0.077
H -2.18729 2.32129 0.58387 -0.014 -0.021 0.018 0.089
H -4.48496 3.13017 0.13272 0.002 -0.026 0.004 0.113
H -6.34700 1.51783 -0.02944 0.013 -0.010 0.014 0.112
H -5.93257 -0.90065 0.28149 0.022 0.020 -0.006 0.112
H -3.65150 -1.71274 0.73261 0.017 0.039 -0.017 0.117
H -0.21673 -3.16439 1.13965 -0.025 -0.028 0.061 0.105
H -0.34806 -4.74377 3.02078 -0.015 0.018 -0.009 0.115
H -1.39373 -4.05763 5.14716 -0.004 0.026 -0.020 0.113
H -2.33427 -1.78328 5.39688 0.012 -0.001 -0.014 0.112
H -2.22706 -0.19205 3.51440 0.002 -0.005 -0.012 0.120
H -0.86915 2.45678 -2.93767 -0.028 -0.011 0.001 0.103
H -2.91886 3.35664 -4.00957 -0.001 -0.030 0.012 0.110
H -4.89434 1.89896 -4.30873 0.038 -0.009 0.004 0.110
H -4.81846 -0.45976 -3.57218 0.045 0.032 0.016 0.112
H -2.78858 -1.36149 -2.53064 0.004 0.027 -0.014 0.104
H -0.37713 -2.97735 -2.62028 0.043 0.016 -0.009 0.104
H 0.75432 -4.31719 -4.34026 0.000 0.036 0.011 0.111
H 2.40344 -3.26551 -5.84641 -0.017 0.028 0.011 0.111
H 2.92366 -0.85877 -5.63366 -0.010 -0.009 0.019 0.111
H 1.80701 0.49880 -3.88839 0.009 -0.006 -0.010 0.111
C 1.47184 1.51199 3.85755 0.000 -0.069 -0.109 -0.047
N 2.14663 0.73671 2.80696 0.144 -0.220 -0.047 -0.293
C 3.59355 1.05469 2.79232 -0.189 0.022 0.082 -0.044
C 1.98751 -0.72609 3.06095 0.099 0.144 -0.165 -0.119
C 2.30451 -1.46152 1.77451 0.093 0.098 0.008 -0.240
C 2.71475 -2.78940 1.76290 -0.019 -0.046 -0.038 -0.050
C 2.97847 -3.40670 0.54636 -0.020 0.036 0.019 -0.077
C 2.85008 -2.68304 -0.63693 0.017 0.057 0.015 -0.076
C 2.44239 -1.35275 -0.60239 0.546 0.002 0.127 -0.133
C 2.14769 -0.70597 0.60101 0.312 -0.060 0.123 -0.137
H 1.89513 1.28827 4.84020 0.012 -0.009 0.043 0.101
H 0.41079 1.26753 3.86005 0.001 0.010 -0.021 0.084
H 1.58634 2.57815 3.66647 0.020 0.012 -0.035 0.082
H 4.03648 0.83772 3.76829 0.006 -0.021 0.017 0.103
H 3.73718 2.10912 2.57312 -0.017 0.001 0.018 0.058
H 4.09413 0.46096 2.03051 -0.048 -0.010 -0.008 0.100
H 0.94994 -0.88890 3.35059 -0.077 -0.027 0.050 0.103
H 2.61309 -1.03826 3.90426 0.057 0.003 -0.028 0.137
H 2.82516 -3.34193 2.69156 0.018 0.007 -0.034 0.115
H 3.30556 -4.43895 0.52106 -0.008 0.015 -0.003 0.103
H 3.07952 -3.15516 -1.58514 -0.011 -0.014 -0.009 0.104
H 2.34585 -0.81079 -1.54120 0.246 -0.130 0.345 0.073
C 2.88782 4.12062 1.20931 0.001 0.047 -0.060 -0.258
P 1.87610 2.90832 0.28836 -0.111 -0.216 -0.036 0.901
C 0.27406 3.76749 0.19447 -0.030 -0.031 -0.003 -0.243
C 2.55858 3.07701 -1.38379 0.108 0.068 -0.215 -0.241
H 2.74937 5.10169 0.75483 0.065 0.069 0.034 0.050
H 3.94440 3.85685 1.14938 -0.021 0.004 -0.015 0.048
H 2.60615 4.18138 2.26014 -0.047 -0.016 -0.007 0.035
H 0.39323 4.76785 -0.22312 -0.021 0.015 -0.012 0.055
H -0.14641 3.84497 1.19902 -0.028 0.012 -0.032 0.050
H -0.40378 3.18133 -0.42938 0.107 0.054 0.034 0.017
H 2.60969 4.13106 -1.65641 0.071 0.068 -0.002 0.053
H 1.93144 2.52806 -2.09167 0.264 0.279 0.266 0.017
H 3.56319 2.65238 -1.40672 0.021 0.022 -0.005 0.056
```
Positions in Å, forces in eV/Å.

Entry 2:
DFT (ωB97M-V/def2-TZVPD) results for a structure of composition C37H43MnO3Si at a distorted geometry.

Properties
net charge	0
gap between HOMO and LUMO (alpha / beta)	6.0 / 7.1	eV
LUMO energy (alpha / beta)	-1.42 / -0.65	eV
energy relative to the best compared isomer or geometry (same formula, charge and spin)	21.7	kcal per mole
HOMO energy (alpha / beta)	-7.397 / -7.769	eV
2S+1	5

XYZ file:
```
85
Properties=species:S:1:pos:R:3:forces:R:3:lowdin_spin:R:1
O -0.62887 2.85325 -5.35394 0.441 1.362 -0.426 0.000
C 0.56594 3.67038 -5.58456 0.390 -0.470 0.138 0.000
C -0.20486 4.98562 -5.75238 -0.044 -1.102 0.392 0.000
H 1.14025 3.40111 -6.47317 -0.166 -0.405 0.018 0.000
H 1.20992 3.58109 -4.70576 0.083 0.227 -0.124 0.000
C -1.44300 4.06190 -5.50009 -0.454 0.512 -0.254 0.000
H -0.09492 5.48010 -6.72319 -0.160 -0.139 0.294 0.000
H -0.01749 5.65112 -4.90461 -0.154 0.184 -0.493 0.000
C -2.49027 3.90241 -6.58733 -0.843 0.072 -0.102 0.000
H -2.18331 3.36975 -7.48347 0.379 -0.079 0.059 0.000
H -2.87704 4.88333 -6.91500 0.217 -0.246 0.243 0.000
H -3.36149 3.36473 -6.15394 0.485 0.141 -0.334 0.000
C -2.16694 4.45809 -4.22636 -0.268 -0.040 0.399 0.000
H -2.34952 3.59560 -3.58467 0.021 -0.159 -0.086 0.000
H -3.14672 4.87480 -4.48549 0.219 0.146 0.227 0.000
H -1.59405 5.18800 -3.65298 -0.151 -0.058 0.087 0.000
Mn -0.61425 0.48290 -0.28789 2.654 -1.018 1.456 3.782
C -0.46461 2.29483 0.97588 0.819 1.568 -0.596 0.054
C 0.65095 1.52607 1.43189 -0.068 0.468 -0.575 -0.054
C 1.49372 1.25351 0.33140 0.462 0.484 -0.830 0.094
H 0.86791 1.29841 2.47329 -0.152 -0.248 -0.476 -0.002
C 0.90182 1.80467 -0.86996 0.138 0.555 1.322 -0.020
C -0.31171 2.52465 -0.44150 0.880 0.753 0.903 -0.016
H -0.93634 3.18177 -1.04351 0.166 -0.408 0.072 0.002
H -1.16453 2.78154 1.66841 0.096 -0.484 -0.677 0.004
H 2.47445 0.76577 0.42189 -0.861 -0.063 -0.240 0.006
H 1.29693 1.71040 -1.88337 -0.177 0.211 0.393 0.005
C -2.28041 -0.26594 0.81102 -0.716 -0.021 -0.175 -0.038
C -2.73192 0.78400 -0.04279 -2.464 -0.553 0.000 0.083
C -2.49655 0.40892 -1.38918 -0.749 0.267 0.311 -0.027
H -3.29867 1.66506 0.29354 0.563 -0.504 -0.280 0.004
C -1.80053 -0.85373 -1.38750 -0.772 -1.323 0.798 0.032
C -1.71966 -1.29400 -0.01106 -0.593 -0.951 -0.853 0.041
H -1.29533 -2.24669 0.36039 -0.109 1.012 -0.322 0.005
H -2.40534 -0.27612 1.89696 0.431 -0.060 -0.429 0.000
H -2.94485 0.93453 -2.24708 0.896 -0.196 0.387 0.001
H -1.44584 -1.39093 -2.27299 -0.207 0.374 0.551 0.008
O -0.28823 -0.89602 -3.95365 0.517 -0.934 -2.244 0.002
C -0.99570 -0.72412 -5.24157 0.035 0.043 0.490 0.000
C -0.18285 -1.43644 -6.35155 0.533 1.347 0.579 0.000
H -1.11656 0.35331 -5.45144 0.187 -0.454 0.352 0.000
H -1.98988 -1.16286 -5.13395 -0.074 -0.105 0.021 0.000
C 0.78596 -2.36603 -5.61161 -0.014 0.393 -0.046 0.000
H 0.38171 -0.65470 -6.87364 -0.053 -0.222 -0.030 0.000
H -0.78888 -1.93379 -7.09458 -0.300 -0.176 0.015 0.000
C 0.50859 -2.11759 -4.12142 -0.387 0.160 0.306 0.000
H 1.81819 -2.19807 -5.90864 0.040 0.119 0.070 0.000
H 0.53515 -3.38683 -5.86131 0.145 -0.370 0.075 0.000
H 1.37321 -2.02886 -3.44669 -0.208 -0.025 -0.435 0.000
H -0.06341 -3.00971 -3.84617 -0.263 0.289 0.682 0.000
O 0.67779 -1.17733 1.90281 -0.395 0.487 -0.423 0.029
Si 0.85255 -1.52622 3.43163 -0.041 -0.084 -0.095 0.002
C 1.41211 -3.30696 3.57073 0.546 0.386 -0.315 0.001
C 2.13292 -3.74595 4.68212 0.055 -0.820 -0.320 0.000
C 2.66716 -5.04288 4.69380 -0.168 0.292 0.040 0.000
C 2.50019 -5.88744 3.59225 -0.024 0.398 -0.070 0.000
C 1.87196 -5.39964 2.43968 -0.039 0.120 0.173 0.000
C 1.35533 -4.09761 2.41628 0.331 -0.748 0.385 0.000
C 2.15970 -0.49435 4.33377 0.203 -0.075 -0.188 0.000
C 3.35899 -0.23714 3.65025 0.164 0.779 0.344 0.000
C 4.28527 0.68372 4.15844 -0.067 -0.160 0.117 0.000
C 4.03449 1.35540 5.36295 -0.289 -0.074 -0.200 0.000
C 2.85674 1.07461 6.05886 0.086 -0.274 0.067 0.000
C 1.96074 0.10895 5.57861 0.248 0.519 -0.054 0.000
C -0.68906 -1.33141 4.51748 0.338 -0.359 -0.162 0.000
C -1.38502 -2.50303 4.82925 -0.867 0.458 0.530 0.000
C -2.55772 -2.44860 5.60234 0.208 0.271 -0.063 0.000
C -3.06455 -1.21274 6.02073 0.094 0.022 -0.316 0.000
C -2.37977 -0.03800 5.67398 0.039 0.118 0.298 0.000
C -1.16221 -0.10229 4.98875 -0.735 -0.312 0.045 0.000
H 2.32678 -3.05163 5.50291 -0.163 -0.314 -0.066 0.000
H 3.22606 -5.37279 5.56501 -0.038 -0.086 -0.118 0.000
H 2.91467 -6.89499 3.60995 -0.113 0.211 -0.008 0.000
H 1.79999 -6.02788 1.55234 0.057 0.091 0.167 0.000
H 0.97799 -3.67630 1.48497 -0.160 -0.047 0.309 0.000
H 3.55215 -0.71406 2.68870 -0.085 0.058 0.178 0.000
H 5.20390 0.88983 3.61014 -0.152 -0.057 0.103 0.000
H 4.73634 2.10498 5.74562 -0.268 -0.322 -0.190 0.000
H 2.62223 1.60528 6.98197 0.160 -0.165 -0.129 0.000
H 1.06835 -0.13334 6.15940 0.282 0.159 -0.161 0.000
H -1.01238 -3.46322 4.48726 -0.030 0.065 0.036 0.000
H -3.06647 -3.36814 5.88208 0.028 0.133 -0.060 0.000
H -3.99533 -1.15589 6.60147 0.462 -0.047 -0.286 0.000
H -2.78148 0.93786 5.97746 0.188 -0.438 -0.025 0.000
H -0.57061 0.80000 4.84134 -0.246 -0.055 -0.155 0.000
```
Positions in Å, forces in eV/Å.

Q: Among the records above, which one has the highest net charge?
A: C37H43BeNO2P3

Q: net charge of number 2 (C37H43MnO3Si)?
A: 0